Record 1
{"formula": "C10H32IN8O6", "method": "ωB97M-V with the def2-TZVPD basis set", "total_charge": -1, "relative_energy_kj_mol": 0.95, "homo_ev": -6.53, "largest_force_ev_per_a": 2.95, "e_tot_ha": -1587.69208, "elements": ["I", "O", "O", "O", "O", "O", "O", "N", "N", "N", "N", "N", "N", "N", "N", "C", "C", "C", "C", "C", "C", "C", "C", "C", "C", "H", "H", "H", "H", "H", "H", "H", "H", "H", "H", "H", "H", "H", "H", "H", "H", "H", "H", "H", "H", "H", "H", "H", "H", "H", "H", "H", "H", "H", "H", "H", "H"], "xyz": [[-9.6413, -8.3819, 8.5082], [-10.6336, -3.5170, 11.5777], [-7.0555, -10.8437, 8.2323], [-9.6101, -12.0732, 3.7867], [-7.6867, -8.0450, 14.2208], [-12.6202, -9.4920, 6.8976], [-14.5586, -7.3059, 11.3790], [-13.4715, -7.1161, 9.3032], [-9.5830, -5.0065, 10.2741], [-11.6963, -4.3177, 9.7620], [-9.9519, -10.9163, 5.7296], [-7.8903, -11.5937, 5.2155], [-9.0931, -9.3469, 13.0241], [-12.4890, -8.0589, 11.0695], [-8.1898, -7.5429, 12.0487], [-13.6004, -7.4791, 10.6329], [-13.7605, -10.4429, 8.8565], [-10.6786, -4.3105, 10.6499], [-7.6689, -11.7907, 10.3816], [-9.1585, -11.5904, 4.8248], [-8.2717, -8.2960, 13.1741], [-7.4544, -12.0607, 8.9053], [-13.1453, -11.7951, 6.8863], [-6.3173, -13.0171, 8.5121], [-13.6507, -10.3967, 7.3430], [-9.6534, -10.2545, 6.4342], [-12.8157, -10.1285, 9.2992], [-12.5047, -8.3130, 12.0427], [-14.2939, -6.7044, 8.8964], [-5.3826, -12.6878, 8.9629], [-8.6573, -7.8101, 11.1965], [-14.0002, -11.4526, 9.1870], [-6.2864, -13.0161, 7.4283], [-14.5731, -10.1493, 6.8224], [-11.6930, -8.1739, 10.4648], [-7.4797, -6.8500, 11.8968], [-11.8972, -9.5638, 7.5398], [-13.9238, -12.5590, 6.9814], [-9.3611, -9.8707, 13.8358], [-12.2379, -12.1921, 7.3389], [-8.0698, -12.7224, 10.7972], [-7.6136, -11.3666, 6.1570], [-8.4174, -12.4358, 8.5391], [-7.7890, -10.2477, 8.4729], [-9.4699, -9.4639, 12.0994], [-11.6896, -5.0339, 9.0580], [-6.8113, -11.4915, 10.9810], [-12.2869, -3.5090, 9.7348], [-13.0019, -11.7336, 5.8040], [-10.9419, -11.0771, 5.6663], [-8.7293, -4.8387, 10.7759], [-6.5906, -13.9704, 8.9718], [-14.5546, -9.7690, 9.1822], [-12.6914, -7.3560, 8.7150], [-9.4887, -5.7302, 9.5743], [-8.5173, -11.1166, 10.5153], [-7.2257, -11.9688, 4.5583]], "mulliken_charge": [-0.41, -0.71, -0.55, -0.71, -0.71, -0.44, -0.72, -0.12, -0.22, -0.31, -0.10, -0.32, -0.29, -0.10, -0.20, 0.48, -1.17, 0.65, -1.13, 0.51, 0.58, 0.84, -1.53, -1.38, 0.59, -0.01, 0.27, 0.13, 0.19, 0.32, 0.05, 0.47, 0.31, 0.37, 0.00, 0.20, -0.08, 0.43, 0.20, 0.31, 0.40, 0.24, 0.12, 0.03, 0.10, 0.16, 0.32, 0.19, 0.41, 0.07, 0.16, 0.39, 0.24, 0.07, 0.06, 0.15, 0.19]}

=====

Record 2
{"formula": "C23H45Cl3CrN2O4PSi", "method": "ωB97M-V with the def2-TZVPD basis set", "total_charge": -1, "relative_energy_kj_mol": 94.45, "multiplicity": 5, "homo_ev": [-3.87, -3.89], "largest_force_ev_per_a": 6.09, "e_tot_ha": -4369.90859, "s_squared": 6.01, "elements": ["Cr", "Cl", "Cl", "Cl", "P", "Si", "O", "O", "O", "O", "N", "N", "C", "C", "C", "C", "C", "C", "C", "C", "C", "C", "C", "C", "C", "C", "C", "C", "C", "C", "C", "C", "C", "C", "C", "H", "H", "H", "H", "H", "H", "H", "H", "H", "H", "H", "H", "H", "H", "H", "H", "H", "H", "H", "H", "H", "H", "H", "H", "H", "H", "H", "H", "H", "H", "H", "H", "H", "H", "H", "H", "H", "H", "H", "H", "H", "H", "H", "H", "H"], "xyz": [[-0.0702, 0.0947, -0.2476], [0.8396, -2.7311, 0.9762], [1.6315, 2.1802, 0.6905], [1.3916, -0.3030, -1.9262], [1.7503, -0.3865, 3.1286], [-0.7984, 1.0773, -6.5937], [-1.5564, -1.1456, -1.0058], [1.2950, -0.2287, 1.6233], [0.0862, 0.3678, -7.8270], [-1.7914, 0.4243, 1.5148], [-2.0359, 0.6645, 3.7767], [-1.1410, -3.3257, -1.6503], [-1.4340, -2.4506, -0.7152], [0.8320, -1.4839, 4.2382], [-0.2160, 0.3357, -4.9795], [1.8409, 1.2795, 3.8825], [-1.3605, 0.4254, 2.6134], [-0.4912, 2.9388, -6.6198], [2.9799, -1.1084, -7.5504], [0.1284, 1.7393, -10.3206], [2.3925, 2.5304, -9.7555], [1.2659, 1.7208, -9.4977], [2.3638, 3.4012, -10.8534], [-1.4656, 0.7505, 5.1327], [0.1105, 2.6218, -11.4140], [1.2200, 3.4483, -11.6780], [-2.5825, 0.6550, -6.9491], [2.1641, -0.5165, -8.6858], [2.8262, -2.1914, -10.4463], [1.3750, 0.7436, -8.3158], [-1.3380, -3.0067, -3.0751], [2.0758, -0.9994, -9.9258], [-3.3976, 0.9259, 3.4830], [3.3483, -1.3979, 3.5745], [-0.3640, -4.5083, -1.3159], [0.8428, 0.5229, -4.7843], [-0.3841, -0.7452, -4.9607], [-1.6177, -2.7858, 0.2830], [4.3248, -0.9875, 3.2111], [2.4285, -1.0021, -6.6008], [1.1975, 4.1379, -12.5329], [-0.2277, -4.5261, -0.2254], [-0.6336, 3.3561, -7.6233], [-1.9949, 0.0000, 5.7469], [-0.3607, 0.2620, 2.9984], [-0.7793, 0.7878, -4.1586], [-0.7173, 1.0675, -10.0929], [0.6212, -4.4765, -1.8144], [0.5204, 3.1870, -6.2778], [-0.3916, 0.5178, 5.1310], [-0.7840, 2.6476, -12.0474], [-3.6023, 0.5790, 2.4636], [2.1585, 1.1408, 4.9289], [1.9290, 1.2396, -7.5020], [-2.1263, -2.2463, -3.1755], [-0.3986, -2.6683, -3.5492], [0.6170, -0.7444, 5.0365], [2.5379, 2.0070, 3.4321], [-1.2136, 3.4024, -5.9371], [3.2013, -2.1665, -7.7558], [-3.2241, 1.2800, -6.3181], [-1.6598, -3.9380, -3.5574], [3.2353, 4.0387, -11.0484], [-3.5497, 2.0074, 3.5445], [3.8497, -1.9365, -10.7613], [-2.7559, -0.4015, -6.7186], [-2.8161, 0.8347, -8.0035], [3.2014, -2.4255, 3.1896], [1.4041, -2.4242, 4.4216], [3.2312, -1.3899, 4.7007], [-0.9061, -5.3967, -1.6702], [3.9397, -0.5705, -7.4404], [-3.9624, 0.3737, 4.2354], [-1.5846, 1.7833, 5.5064], [1.4399, -0.4800, -10.6688], [-0.0479, -1.8221, 3.6972], [2.3060, -2.5471, -11.3430], [3.2684, 2.4257, -9.0875], [2.8608, -3.0111, -9.7151], [0.8261, 1.7207, 3.8738]], "lowdin_spin": [3.85, 0.02, 0.00, 0.03, 0.01, 0.00, 0.04, 0.03, 0.00, 0.01, 0.00, 0.00, 0.01, 0.00, 0.00, 0.00, 0.00, 0.00, 0.00, 0.00, 0.00, 0.00, 0.00, 0.00, 0.00, 0.00, 0.00, 0.00, 0.00, 0.00, 0.00, 0.00, 0.00, 0.00, 0.00, 0.00, 0.00, 0.00, 0.00, 0.00, 0.00, 0.00, 0.00, 0.00, 0.00, 0.00, 0.00, 0.00, 0.00, 0.00, 0.00, 0.00, 0.00, 0.00, 0.00, 0.00, 0.00, 0.00, 0.00, 0.00, 0.00, 0.00, 0.00, 0.00, 0.00, 0.00, 0.00, 0.00, 0.00, 0.00, 0.00, 0.00, 0.00, 0.00, 0.00, 0.00, 0.00, 0.00, 0.00, 0.00]}

=====

Record 3
{"formula": "C4H26O11", "method": "ωB97M-V with the def2-TZVPD basis set", "total_charge": 0, "relative_energy_kj_mol": 250.12, "homo_ev": -9.70, "largest_force_ev_per_a": 5.58, "e_tot_ha": -995.52672, "smiles": "O=CCCCO.O.O.O.O.O.O.O.O.O", "elements": ["O", "O", "O", "O", "O", "O", "O", "O", "O", "O", "O", "C", "C", "C", "C", "H", "H", "H", "H", "H", "H", "H", "H", "H", "H", "H", "H", "H", "H", "H", "H", "H", "H", "H", "H", "H", "H", "H", "H", "H", "H"], "xyz": [[-2.3037, -2.8922, 0.9998], [1.7101, -3.1272, -0.7367], [0.7096, 3.7699, -1.0626], [4.1660, -0.5203, -0.8722], [-1.9534, 2.0894, -1.5587], [-0.1028, 0.3014, 1.0884], [-4.0106, 0.4158, 0.1290], [0.8113, 2.8740, 1.3122], [-2.4495, -0.4232, 2.0464], [3.4527, 1.9188, 1.7785], [0.2921, -3.7731, 1.2483], [-0.4494, -0.5182, -1.1916], [-0.0309, 0.5982, -2.2807], [0.4676, -0.4044, -0.0400], [-0.9118, 1.8186, -2.1176], [-2.3450, -2.1095, 1.7015], [0.7324, 3.2541, -0.3334], [2.9148, 1.0618, 1.9671], [3.6893, -1.2683, -0.8789], [-0.5795, 2.7718, -2.5408], [1.6819, -4.1156, -1.1670], [0.6442, -1.3133, 0.3941], [-1.5249, -0.2861, -0.8319], [0.5206, 1.9344, 1.2912], [1.4076, -3.1774, 0.2120], [-3.5618, 0.4339, -0.7263], [1.5005, 0.1959, -0.1766], [-3.0375, -0.0763, 1.3521], [-0.0369, 3.3509, 1.3158], [-2.6785, -2.6607, 0.1507], [3.8986, 0.0790, -1.5498], [0.7107, -3.8634, 2.1028], [-3.8550, 1.2996, 0.4821], [-2.8266, -0.1422, 2.8010], [-0.2078, 0.2327, -3.2800], [1.4319, 4.3729, -1.0705], [-0.4571, -1.5556, -1.7598], [-0.5912, -3.4441, 1.2196], [1.1034, 0.7096, -2.3713], [2.8495, 2.5126, 1.3654], [-0.7808, -0.3242, 1.5885]], "mulliken_charge": [-0.74, -0.66, -0.58, -0.60, -0.51, -0.57, -0.75, -0.82, -0.64, -0.64, -0.66, 0.71, -0.78, 0.35, -0.05, 0.45, 0.44, 0.31, 0.30, 0.46, 0.28, -0.14, -0.53, 0.37, 0.43, 0.29, -0.07, 0.40, 0.30, 0.26, 0.29, 0.31, 0.36, 0.24, 0.39, 0.27, 0.25, 0.37, 0.25, 0.36, 0.33]}

=====

Record 4
{"formula": "C5H8N2", "method": "ωB97M-V with the def2-TZVPD basis set", "total_charge": 0, "relative_energy_kj_mol": 222.81, "homo_ev": -9.61, "largest_force_ev_per_a": 1.23, "e_tot_ha": -304.75063, "smiles": "C[C@H]1[C@@H](C#N)N1C", "elements": ["N", "N", "C", "C", "C", "C", "C", "H", "H", "H", "H", "H", "H", "H", "H"], "xyz": [[2.2813, -1.8505, -0.9560], [-0.4274, -0.0778, 0.7223], [-0.0474, -0.8910, -0.3966], [1.3834, 1.3636, -0.4536], [0.0265, 0.6083, -0.5410], [-1.7827, -0.4016, 1.2545], [1.2469, -1.5164, -0.5613], [1.2459, 2.3503, 0.0078], [-1.6448, -1.0189, 2.1559], [-0.6285, 1.0826, -1.2786], [-2.4266, -1.0039, 0.5860], [-0.8585, -1.5131, -0.7973], [1.8443, 1.5593, -1.4373], [2.1510, 0.8390, 0.1261], [-2.3634, 0.4700, 1.5691]], "mulliken_charge": [-0.46, -0.30, 0.21, -1.36, 0.16, -0.79, -0.18, 0.33, 0.28, 0.38, 0.31, 0.41, 0.35, 0.37, 0.29]}